1) Density functional theory data (ωB97M-V/def2-TZVPD) for a cluster of 5 separate species, C4H16O4 in total.

Values from the calculation:
2S+1   1
HOMO energy   -9.56 eV
HOMO-LUMO gap   10.15 eV
SMILES string   C=C(C)C.O.O.O.O
Net charge   0

Geometry as XYZ:
```
24
Properties=species:S:1:pos:R:3:mulliken_charge:R:1
C 2.372 0.888 -0.776 -0.803
C 1.846 0.212 0.226 0.648
C 2.125 -1.234 0.441 -1.126
C 0.967 0.873 1.206 -0.907
H 2.137 1.932 -0.900 0.278
H 2.981 0.407 -1.510 0.314
H 1.208 -1.751 0.529 0.254
H 2.700 -1.705 -0.328 0.327
H 2.589 -1.415 1.425 0.346
H -0.015 0.367 1.237 0.069
H 1.313 0.738 2.242 0.343
H 0.854 1.936 0.990 0.275
O -2.908 0.318 1.038 -0.720
H -3.834 0.082 1.115 0.269
H -2.396 -0.502 0.898 0.439
O -0.482 -0.521 -1.799 -0.805
H -1.001 0.289 -1.750 0.450
H 0.408 -0.209 -1.563 0.337
O -1.531 -1.928 0.326 -0.713
H -1.300 -1.439 -0.495 0.434
H -2.148 -2.589 0.003 0.309
O -1.976 1.640 -1.230 -0.748
H -1.606 2.456 -0.884 0.315
H -2.303 1.157 -0.441 0.414
```

***

2) Density functional theory data (ωB97M-V/def2-TZVPD) for a cluster of 4 separate species, C4H16O4 in total.

Values from the calculation:
2S+1   1
HOMO energy   -9.22 eV
HOMO-LUMO gap   9.77 eV
SMILES string   CO.CO.CO.CO
Net charge   0

Geometry as XYZ:
```
24
Properties=species:S:1:pos:R:3:mulliken_charge:R:1
C 0.942 3.081 -0.795 -0.291
O 2.272 3.148 -1.244 -0.543
H 0.427 3.767 -1.467 0.283
H 0.453 2.133 -1.018 0.123
H 0.968 3.465 0.225 0.272
H 2.742 3.898 -0.871 0.309
C -0.525 -2.446 -1.639 -0.513
O -1.290 -3.580 -1.167 -0.507
H -0.390 -1.756 -0.806 0.238
H 0.452 -2.599 -2.098 0.371
H -1.151 -1.994 -2.408 0.283
H -2.096 -3.191 -0.819 0.313
C 0.339 -0.853 1.949 -0.539
O 0.038 -1.475 3.201 -0.548
H 1.336 -1.195 1.669 0.346
H -0.268 -1.256 1.138 0.376
H 0.308 0.230 1.826 0.190
H 0.760 -1.268 3.799 0.299
C -0.918 0.667 0.244 -1.285
O -1.083 -0.748 0.150 -0.615
H 0.095 0.888 -0.093 0.463
H -1.673 1.175 -0.355 0.389
H -0.950 0.895 1.310 0.405
H -0.790 -0.988 -0.732 0.181
```

***

The energy of each structure relative to the most stable one, in eV, is as follows: 1) 0.000; 2) 7.579.

***

1) Density functional theory data (ωB97M-V/def2-TZVPD) for a cluster of 5 separate species, C4H16O4 in total.

Values from the calculation:
2S+1   1
HOMO energy   -10.06 eV
HOMO-LUMO gap   10.51 eV
SMILES string   C=CCC.O.O.O.O
Net charge   0

Geometry as XYZ:
```
24
Properties=species:S:1:pos:R:3:mulliken_charge:R:1
C 1.079 -1.671 -1.298 -1.108
C 0.059 -1.850 -0.473 -0.161
C -1.346 -2.106 -0.886 -0.050
C -2.302 -1.328 0.049 -1.204
H 2.099 -1.328 -1.164 0.511
H 0.872 -1.541 -2.364 0.201
H 0.283 -1.955 0.593 0.345
H -1.523 -1.756 -1.904 0.249
H -1.550 -3.173 -0.810 0.246
H -3.232 -1.061 -0.479 0.322
H -2.750 -1.840 0.902 0.309
H -1.789 -0.439 0.401 0.360
O 3.324 3.409 3.294 -0.640
H 3.074 2.480 3.298 0.311
H 2.768 3.894 2.652 0.328
O -2.367 2.140 -5.651 -0.631
H -2.194 1.262 -5.969 0.314
H -2.813 2.559 -6.375 0.317
O 0.836 -0.013 6.161 -0.643
H 1.107 -0.031 5.240 0.315
H 1.187 0.718 6.689 0.328
O 1.587 1.442 -0.344 -0.669
H 2.039 1.711 -1.165 0.320
H 1.553 0.477 -0.397 0.330
```

***

2) Density functional theory data (ωB97M-V/def2-TZVPD) for a cluster of 4 separate species, C4H16O4 in total.

Values from the calculation:
2S+1   1
HOMO energy   -10.49 eV
HOMO-LUMO gap   11.04 eV
SMILES string   CCO.CCO.O.O
Net charge   0

Geometry as XYZ:
```
24
Properties=species:S:1:pos:R:3:mulliken_charge:R:1
C 0.632 2.521 -0.534 -0.872
C -0.713 2.773 -1.164 -0.250
O -1.708 2.190 -0.292 -0.504
H 1.039 1.534 -0.728 0.084
H 0.609 2.679 0.547 0.294
H 1.303 3.323 -0.853 0.355
H -0.887 2.332 -2.146 0.298
H -0.887 3.849 -1.251 0.317
H -2.595 2.290 -0.650 0.251
C 1.283 -1.444 0.065 -0.898
C 2.527 -2.056 -0.546 -0.317
O 2.213 -3.076 -1.501 -0.524
H 0.800 -0.702 -0.572 0.195
H 1.519 -1.042 1.044 0.375
H 0.530 -2.241 0.100 0.342
H 3.164 -2.487 0.234 0.257
H 3.108 -1.266 -1.041 0.269
H 3.010 -3.196 -2.024 0.307
O -2.078 0.105 1.675 -0.658
H -1.419 -0.332 1.125 0.296
H -2.120 1.010 1.320 0.349
O -3.271 -2.412 2.720 -0.643
H -3.154 -2.834 1.863 0.287
H -2.905 -1.520 2.608 0.394
```

***

The energy of each structure relative to the most stable one, in eV, is as follows: 1) 0.734; 2) 0.000.

***

1) Density functional theory data (ωB97M-V/def2-TZVPD) for a cluster of 2 separate species, C2H4O2 in total.

Values from the calculation:
2S+1   1
HOMO energy   -9.09 eV
HOMO-LUMO gap   9.35 eV
Net charge   0

Geometry as XYZ:
```
8
Properties=species:S:1:pos:R:3:mulliken_charge:R:1
C 0.211 0.008 -1.851 0.235
C 0.317 0.126 1.475 -0.309
O -0.607 0.710 -2.353 -0.362
O -0.681 -0.213 2.258 -0.305
H 0.878 -0.732 -2.473 0.217
H 0.461 0.051 -0.656 0.007
H 0.039 1.153 1.166 0.157
H -0.618 -1.103 2.434 0.361
```

***

2) Density functional theory data (ωB97M-V/def2-TZVPD) for a cluster of 2 separate species, C2H4O2 in total.

Values from the calculation:
2S+1   1
HOMO energy   -10.34 eV
HOMO-LUMO gap   11.07 eV
SMILES string   C=O.C=O
Net charge   0

Geometry as XYZ:
```
8
Properties=species:S:1:pos:R:3:mulliken_charge:R:1
C -3.584 2.253 -1.106 -0.033
O -3.817 2.350 -2.305 -0.392
H -2.854 1.517 -0.692 0.214
H -4.044 2.967 -0.382 0.212
C 3.565 -2.281 1.115 -0.039
O 3.659 -1.606 2.119 -0.384
H 2.794 -2.086 0.332 0.212
H 4.281 -3.114 0.920 0.211
```

***

3) Density functional theory data (ωB97M-V/def2-TZVPD) for a cluster of 2 separate species, C2H4O2 in total.

Values from the calculation:
2S+1   1
HOMO energy (spin up / spin down)   -10.40 / -7.94 eV
HOMO-LUMO gap (spin up / spin down)   11.03 / 8.10 eV
Net charge   0

Geometry as XYZ:
```
8
Properties=species:S:1:pos:R:3:mulliken_charge:R:1
C -0.544 -0.166 -0.054 0.407
C 0.733 0.486 -0.479 -0.729
O -1.769 0.233 0.336 -0.265
O -1.587 -0.731 -0.666 -0.261
H 0.101 -1.571 2.697 0.013
H 1.442 -0.345 -0.542 0.264
H 1.075 1.288 0.186 0.293
H 0.549 0.807 -1.479 0.279
```

***

4) Density functional theory data (ωB97M-V/def2-TZVPD) for a structure of composition C2H4O2.

Values from the calculation:
2S+1   1
HOMO energy   -10.92 eV
HOMO-LUMO gap   11.60 eV
Net charge   0

Geometry as XYZ:
```
8
Properties=species:S:1:pos:R:3:mulliken_charge:R:1
C -0.277 -1.326 0.152 -0.759
C 0.148 0.079 0.031 0.595
H -1.192 -1.668 -0.730 0.255
H -0.817 -1.554 1.232 0.232
H 0.789 -2.119 -0.048 0.255
H -0.241 1.688 -0.722 0.352
O -0.879 0.889 -0.556 -0.464
O 1.159 0.504 0.453 -0.468
```

***

The energy of each structure relative to the most stable one, in eV, is as follows: 1) 2.946; 2) 0.476; 3) 7.142; 4) 0.000.

***

1) Density functional theory data (ωB97M-V/def2-TZVPD) for a cluster of 2 separate species, C2H4O2 in total.

Values from the calculation:
2S+1   1
HOMO energy   -10.26 eV
HOMO-LUMO gap   10.90 eV
SMILES string   C=O.C=O
Net charge   0

Geometry as XYZ:
```
8
Properties=species:S:1:pos:R:3:mulliken_charge:R:1
C 2.301 -2.804 0.121 -0.063
O 2.749 -2.430 1.161 -0.363
H 1.469 -2.273 -0.353 0.213
H 2.759 -3.693 -0.374 0.214
C -2.150 2.329 -0.431 -0.069
O -2.937 3.133 -0.810 -0.359
H -1.351 1.982 -1.104 0.215
H -2.310 1.824 0.551 0.213
```

***

2) Density functional theory data (ωB97M-V/def2-TZVPD) for a cluster of 2 separate species, C2H4O2 in total.

Values from the calculation:
2S+1   1
HOMO energy   -10.50 eV
HOMO-LUMO gap   11.38 eV
SMILES string   C#C.OO
Net charge   0

Geometry as XYZ:
```
8
Properties=species:S:1:pos:R:3:mulliken_charge:R:1
C 2.749 -0.120 0.011 -0.162
C 1.567 0.083 -0.146 -0.473
H 3.818 -0.098 0.192 0.370
H 0.455 0.152 -0.152 0.271
O -2.626 -0.485 0.081 -0.339
O -1.874 0.670 -0.178 -0.345
H -2.335 -1.151 -0.553 0.324
H -1.756 0.950 0.745 0.355
```

***

The energy of each structure relative to the most stable one, in eV, is as follows: 1) 0.000; 2) 3.372.

***

1) Density functional theory data (ωB97M-V/def2-TZVPD) for an isolated molecule of C2H4O2.

Values from the calculation:
2S+1   1
HOMO energy   -10.88 eV
HOMO-LUMO gap   11.82 eV
SMILES string   COC=O
Net charge   0

Geometry as XYZ:
```
8
Properties=species:S:1:pos:R:3:mulliken_charge:R:1
C -1.079 -0.331 -0.080 -0.544
O -0.026 0.655 -0.118 -0.346
C 1.257 0.413 -0.001 0.228
O 1.690 -0.617 -0.064 -0.419
H -0.894 -0.685 1.043 0.201
H -1.952 0.063 -0.016 0.295
H -0.636 -0.956 -0.804 0.278
H 1.640 1.458 0.039 0.306
```

***

2) Density functional theory data (ωB97M-V/def2-TZVPD) for an isolated molecule of C2H4O2.

Values from the calculation:
2S+1   1
HOMO energy   -10.83 eV
HOMO-LUMO gap   11.78 eV
SMILES string   COC=O
Net charge   0

Geometry as XYZ:
```
8
Properties=species:S:1:pos:R:3:mulliken_charge:R:1
C 0.506 -0.664 0.599 -0.524
O -0.589 -0.482 -0.310 -0.269
C -0.692 0.769 -0.776 0.193
O 0.054 1.685 -0.539 -0.481
H 0.305 -0.142 1.568 0.252
H 0.534 -1.765 0.783 0.215
H 1.440 -0.286 0.136 0.270
H -1.557 0.886 -1.462 0.345
```

***

The energy of each structure relative to the most stable one, in eV, is as follows: 1) 1.697; 2) 0.000.

***

1) Density functional theory data (ωB97M-V/def2-TZVPD) for a structure of composition C8H10O.

Values from the calculation:
2S+1   1
HOMO energy   -9.22 eV
HOMO-LUMO gap   10.10 eV
Net charge   0

Geometry as XYZ:
```
19
Properties=species:S:1:pos:R:3:mulliken_charge:R:1
C 1.963 1.651 1.761 -1.898
C 0.973 0.866 0.774 0.662
C 1.497 0.042 -0.134 -0.711
C 0.517 -0.744 -1.009 -0.537
C -0.772 -0.558 -0.795 0.950
C -1.689 -1.436 -1.667 -0.897
C -1.320 0.161 0.258 -0.881
C -0.435 0.923 0.964 -0.976
H 1.614 1.730 2.764 0.448
H 2.740 1.436 2.003 0.832
H 2.285 2.791 1.280 0.208
H 2.380 0.269 -0.430 0.531
H 0.980 -1.317 -1.791 0.313
H -1.112 -1.844 -2.383 0.439
H -2.532 -0.560 -2.228 0.253
H -1.730 -2.978 -0.527 0.349
H -2.263 0.430 0.348 0.508
H -0.614 1.440 1.641 0.901
O -2.480 -2.303 -0.829 -0.494
```

***

2) Density functional theory data (ωB97M-V/def2-TZVPD) for an isolated molecule of C8H10O.

Values from the calculation:
2S+1   1
HOMO energy   -8.70 eV
HOMO-LUMO gap   9.53 eV
SMILES string   C1=C\C/C=C\OC\C=C/1
Net charge   0

Geometry as XYZ:
```
19
Properties=species:S:1:pos:R:3:mulliken_charge:R:1
C 0.083 -1.918 -0.215 -0.235
C -1.063 -1.562 0.385 -0.239
C -1.434 -0.325 1.082 -0.392
C -1.525 0.662 0.026 -0.444
C -0.837 1.197 -1.008 -0.261
O 0.555 1.291 -1.252 -0.399
C 1.242 1.289 -0.031 -0.355
C 1.711 0.072 0.490 -0.255
C 1.358 -1.192 0.310 -0.145
H 0.337 -2.495 -1.355 0.209
H -2.086 -1.979 0.074 0.240
H -0.537 -0.023 1.706 0.213
H -2.290 -0.445 1.940 0.327
H -2.450 1.059 0.125 0.401
H -1.329 1.770 -1.872 0.317
H 0.458 1.949 0.517 0.425
H 2.233 2.085 -0.104 0.256
H 2.393 0.286 1.509 0.151
H 1.621 -1.877 1.238 0.186
```

***

The energy of each structure relative to the most stable one, in eV, is as follows: 1) 0.000; 2) 0.330.